(1)
22
Properties=species:S:1:pos:R:3 method="wB97M-V/def2-TZVPD" energy_ev=-33870.1816 orbital_gap_ev=9.25 homo_ev=-9.009 lumo_energy_ha=0.009 total_charge=0 largest_force_ev_per_a=1.4
C -2.1893 -0.5868 -1.6490
C -1.7470 -1.4502 -0.4730
C -0.5457 -0.8663 0.2109
C -0.5737 -0.3347 1.4271
C 2.3353 0.0978 0.5797
C 2.6408 1.4133 -0.1027
C 2.2883 2.0049 1.2644
H -4.5260 -1.0153 -1.5763
H -1.3772 -0.5426 -2.3821
H -2.3756 0.4354 -1.3037
H -2.5708 -1.5687 0.2421
H 0.3741 -0.8837 -0.3734
H -1.4864 -0.3220 2.0219
H 0.3087 0.1062 1.8780
H 1.9679 1.6539 -0.9272
H 3.6785 1.5171 -0.4272
H 1.3816 2.6060 1.3169
H 3.1017 2.4716 1.8204
O 2.0334 0.6609 1.7685
F -1.4140 -2.7106 -0.9512
S -3.6290 -1.2209 -2.5532
S 2.3244 -1.4653 0.1890

(2)
148
Properties=species:S:1:pos:R:3 method="wB97M-V/def2-TZVPD" energy_ev=-176104.2603 orbital_gap_ev="8.54 / 7.05" homo_ev="-8.723 / -9.354" lumo_energy_ha="-0.007 / -0.085" total_charge=0 largest_force_ev_per_a=5.6 spin_multiplicity=2
Hg 0.9789 -1.2240 -3.8749
C 3.0389 -1.5155 -0.3129
F 3.7146 -1.9467 -1.2678
F 1.9364 -2.2532 -0.1577
F 3.7641 -1.4363 0.7996
S 2.3624 0.2809 -0.8816
O 1.9549 0.8698 0.3882
O 3.5970 0.8692 -1.4257
N 1.1517 -0.0333 -2.0600
S -0.0271 0.9701 -1.5733
O 0.3707 2.3139 -1.3096
O -0.9578 0.9821 -2.7074
C -0.9173 0.2534 -0.0006
F -0.6565 1.1118 0.9957
F -2.2261 0.2627 -0.1197
F -0.4528 -0.9763 0.2181
C 0.8375 -6.3813 3.7387
C 1.2742 -7.8420 3.9194
C 0.1626 -8.7515 3.3694
F 0.2844 -9.9623 3.7061
F -1.1264 -8.5105 3.5475
F 2.3626 -7.9698 3.1017
F 1.6147 -7.9736 5.2119
O 0.4662 -6.1177 2.3988
C -0.7739 -5.2891 2.2325
C -1.0865 -4.9211 0.7581
F -2.1022 -4.0579 0.7680
F -0.1351 -4.2879 0.0823
F -1.8285 -5.9548 2.7461
F -0.6258 -4.1769 2.8632
H 1.6918 -5.7206 3.8861
H 0.2041 -6.0390 4.5570
H 0.2862 -8.6183 2.2946
H -1.2368 -5.8759 0.2542
C -2.5820 -1.8519 5.2601
C -3.1445 -2.3557 6.5537
C -2.1434 -2.3428 7.7189
F -0.8616 -2.1992 7.4560
F -2.4534 -1.3560 8.5154
F -4.3092 -1.9502 6.9788
F -3.2555 -3.7430 6.3424
O -3.6160 -1.9337 4.2567
C -3.4171 -1.0305 3.1638
C -4.5913 -1.1372 2.0794
F -4.7801 -2.3300 1.5668
F -5.7004 -0.6102 2.3898
F -3.2622 0.2528 3.6549
F -2.2358 -1.2781 2.6907
H -1.6435 -2.2825 4.9109
H -2.3470 -0.7983 5.4112
H -2.1849 -3.2549 8.3142
H -4.2182 -0.5085 1.2708
O 2.2173 1.2864 6.0062
C 2.4440 0.3707 5.1976
O 1.6165 -0.1015 4.3268
C 2.0090 -1.3632 3.8171
C 3.3800 -1.6864 4.4131
C 3.7263 -0.4663 5.1856
H 1.9505 -1.2309 2.7367
H 1.3239 -2.1255 4.1879
H 4.1566 -1.8043 3.6574
H 3.3428 -2.5523 5.0742
H 4.5134 0.1735 4.7864
H 3.8910 -0.6117 6.2532
O -1.5952 5.4277 -1.4487
C -1.5608 5.0769 -2.6331
O -2.7087 4.6398 -3.3086
C -2.3881 4.0421 -4.5553
C -0.9098 4.4625 -4.8074
C -0.3299 4.7494 -3.4713
H -3.1187 4.3790 -5.2907
H -2.5326 2.9973 -4.2803
H -0.9451 5.4064 -5.3514
H -0.3981 3.6810 -5.3690
H 0.1219 5.7413 -3.4599
H 0.2981 4.0081 -2.9772
O 0.4915 0.5331 -5.2336
C 0.3753 0.8479 -6.3962
O -0.6945 1.4698 -6.8502
C -0.5544 2.0175 -8.0979
C 0.8707 1.6251 -8.5280
C 1.4101 0.7108 -7.5232
H -0.6520 3.1000 -8.1807
H -1.3425 1.6039 -8.7272
H 1.4587 2.5382 -8.4356
H 0.8184 1.3925 -9.5917
H 2.4076 1.0290 -7.2200
H 1.5738 -0.3132 -7.8589
O -1.1486 -1.8662 -2.9988
C -2.0986 -2.5867 -2.6122
O -3.1830 -2.0875 -2.1435
C -4.0630 -3.2390 -1.7151
C -3.6731 -4.3911 -2.5288
C -2.1618 -4.0838 -2.6711
H -5.0908 -2.9033 -1.8533
H -3.8036 -3.4092 -0.6702
H -4.1350 -4.3629 -3.5157
H -3.7060 -5.3895 -2.0926
H -1.7350 -4.4815 -3.5919
H -1.6291 -4.5754 -1.8571
O 2.9035 7.1435 -2.8290
C 2.7805 6.4533 -1.7630
O 2.3321 5.2282 -1.7501
C 1.8322 4.7943 -0.4464
C 2.3344 5.8595 0.5489
C 2.7621 6.9786 -0.3509
H 2.0970 3.7870 -0.1250
H 0.7567 4.8221 -0.6214
H 3.2462 5.4609 0.9936
H 1.5862 6.1712 1.2777
H 3.7206 7.4652 -0.1704
H 2.0905 7.8105 -0.5631
O 6.9076 4.3264 0.4693
C 6.7652 3.1088 0.3855
O 7.6336 2.1646 -0.0993
C 7.1159 0.9012 -0.1784
C 5.9874 0.9523 0.8538
C 5.5480 2.3933 0.9133
H 7.8417 0.1826 0.2023
H 6.8977 0.4670 -1.1541
H 6.4234 0.4392 1.7109
H 5.1051 0.3795 0.5683
H 5.3945 2.4961 1.9875
H 4.6036 2.6433 0.4299
O 0.8072 5.9618 4.9626
C 0.1296 4.9285 4.8066
O -0.7382 4.4417 5.6815
C -1.4352 3.3336 5.1301
C -1.1032 3.3552 3.7128
C 0.2415 3.9912 3.6787
H -2.4025 3.8359 5.1242
H -1.4351 2.3341 5.5650
H -1.8459 3.9774 3.2134
H -1.1319 2.3552 3.2799
H 0.4700 4.4524 2.7179
H 1.0476 3.2728 3.8274
C -4.9274 0.3982 -5.0728
C -3.3788 0.1427 -5.0716
C -2.9552 -1.1412 -5.8496
C -3.9633 -2.1869 -5.8065
N -4.7431 -3.0542 -5.7283
H -5.2353 0.5550 -6.1066
H -5.2390 1.3641 -4.6753
H -5.5437 -0.2530 -4.4529
H -3.1484 0.1107 -4.0067
H -2.7783 0.9897 -5.4034
H -2.0777 -1.6006 -5.3945
H -2.6739 -1.0395 -6.8978